Entry 1:
Computed, not measured: the molecule C6H10O, with ωB97M-V/def2-TZVPD.

```
17
Properties=species:S:1:pos:R:3:forces:R:3
O 1.57321 -0.41968 1.44718 -0.1 0.0 0.2
C 1.40657 -0.22620 0.04522 0.0 0.0 -0.3
C 1.03164 1.19908 -0.30139 -0.2 0.1 0.0
C -0.24022 1.59422 -0.28155 0.2 -0.1 0.0
C -1.38344 0.69262 0.11211 0.0 0.0 0.0
C -1.04425 -0.82545 0.09326 0.0 0.0 0.0
C 0.33604 -1.16847 -0.49834 -0.1 0.0 0.0
H 0.69101 -0.37180 1.83782 0.2 0.1 0.1
H 2.38377 -0.47100 -0.38048 -0.1 0.0 0.0
H 1.82094 1.89905 -0.56988 -0.1 -0.1 0.1
H -0.49450 2.62510 -0.52694 0.1 -0.2 0.1
H -2.24863 0.90244 -0.52981 0.2 0.0 0.1
H -1.70374 0.99039 1.12336 0.0 -0.1 -0.2
H -1.11950 -1.22444 1.11360 0.1 0.0 -0.1
H -1.80749 -1.36514 -0.47349 0.0 0.1 0.1
H 0.60802 -2.20070 -0.24514 -0.1 0.2 -0.1
H 0.31887 -1.08836 -1.59265 0.0 0.0 0.2
```
Forces are in eV/Å.

Energy: -309.83382 Ha
SMILES: O[C@@H]1C=CCCC1
Energy above the lowest of the compared OMol25 structures with the same formula, charge and spin: 0.233 eV
Gap between HOMO and LUMO: 10.38 eV
HOMO level: -9.5 eV

=====

Entry 2:
Computed, not measured: the molecule C6H10O2 at a distorted geometry, with ωB97M-V/def2-TZVPD.

```
18
Properties=species:S:1:pos:R:3:forces:R:3
C -0.39422 3.06286 0.33113 2.2 0.5 -4.5
C -0.33378 1.55215 -0.05212 0.5 0.1 1.3
C 0.53632 0.76564 0.61750 -1.4 -1.6 -5.4
C 1.09487 -0.58727 0.07936 -1.5 0.0 4.1
C 0.08568 -1.70910 0.65475 1.8 -1.2 -2.6
C -0.37570 -2.53352 -0.52816 0.2 -4.4 -2.9
O -0.01368 -3.70115 -0.77950 -0.6 2.7 1.5
O -1.16456 -1.94266 -1.50631 -1.7 0.4 0.0
H -0.85801 3.68831 -0.51595 0.2 -1.2 1.0
H 0.75448 3.45535 0.12330 -2.9 -0.7 1.7
H -0.98240 3.32203 1.17377 0.3 0.2 1.3
H -0.94597 1.14357 -0.85956 0.3 0.3 0.0
H 1.04739 1.18659 1.34408 2.5 1.9 3.6
H 1.38265 -0.54386 -0.92532 -0.6 -0.2 -1.8
H 2.03111 -0.92330 0.56955 -0.3 1.0 0.0
H 0.76058 -2.40142 1.24666 -1.6 0.7 -0.3
H -0.80306 -1.32165 1.11019 0.0 0.4 0.7
H -1.82172 -2.51257 -2.08340 2.7 0.9 2.1
```
Forces are in eV/Å.

Energy: -385.00933 Ha
SMILES: C/C=C/CCC(=O)O
Energy above the lowest of the compared OMol25 structures with the same formula, charge and spin: 2.532 eV
Gap between HOMO and LUMO: 9.94 eV
HOMO level: -9.2 eV

=====

Entry 3:
Computed, not measured: a structure of composition C6H10O2 at a distorted geometry, with ωB97M-V/def2-TZVPD.

```
18
Properties=species:S:1:pos:R:3:forces:R:3
C 0.84877 -0.40203 -0.34840 0.2 0.2 -0.7
C -0.92997 1.52422 -0.05116 -0.6 -0.6 0.5
C -1.37181 -1.45061 0.49631 1.1 -1.6 2.1
C 2.05234 0.53070 -0.32665 -0.1 0.1 -0.2
C 0.47189 -0.99706 0.91254 -4.1 1.0 0.5
C -0.60519 0.20975 -0.73822 2.0 1.1 -2.9
O 0.70802 -0.92294 2.06268 0.7 -0.5 -0.7
O -1.02553 -0.04173 -1.87179 0.4 0.2 1.9
H 0.95514 -1.19918 -1.08545 0.0 0.0 0.0
H -0.38791 2.32747 -0.55602 0.0 -0.2 -0.1
H -0.65506 1.52523 1.00571 0.0 0.0 -0.1
H -2.00029 1.71267 -0.14468 0.1 0.1 0.0
H -1.65718 -1.56616 1.54404 0.1 -0.4 0.1
H -1.16281 -2.42884 0.05457 -0.2 -0.1 0.1
H -2.30221 -1.12276 0.03494 0.6 0.8 -0.5
H 1.94057 1.31809 0.42159 0.0 -0.1 0.0
H 2.97256 -0.01322 -0.10029 -0.1 0.0 -0.1
H 2.14867 0.99638 -1.30972 0.1 0.0 0.1
```
Forces are in eV/Å.

Energy: -384.98907 Ha
Energy above the lowest of the compared OMol25 structures with the same formula, charge and spin: 3.084 eV
Gap between HOMO and LUMO: 9.41 eV
HOMO level: -9.2 eV

=====

Q: HOMO level of number 1 (C6H10O)?
A: -9.5 eV